1.
Computed, not measured: a molecular structure, C28H27FN2PSeSiV, with ωB97M-V/def2-TZVPD.

Orbital gap (spin up / spin down), Ha: 0.2327 / 0.2679
HOMO (spin up / spin down), eV: -11.35 / -11.40
E_tot, Eh: -5268.635172
LUMO (spin up / spin down), eV: -5.02 / -4.11

ORCA input file:
```
! wB97M-V def2-TZVPD RIJCOSX def2/J DEFGRID3
* xyz 1 2
V 0.25 0.29 -0.02
C -5.87 1.46 0.19
C -5.17 1.43 1.38
C -3.99 0.69 1.48
C -3.53 -0.02 0.38
C -4.24 0.01 -0.82
C -5.41 0.75 -0.91
P -1.99 -0.97 0.44
C -2.40 -2.71 0.16
C -3.69 -3.19 0.30
C -3.94 -4.54 0.11
C -2.91 -5.41 -0.22
C -1.61 -4.92 -0.36
C -1.36 -3.57 -0.18
C -1.31 -0.74 2.09
C -1.61 -1.30 3.33
C -0.90 -0.84 4.43
C 0.08 0.15 4.29
C 0.40 0.67 3.05
C -0.30 0.20 1.92
H -6.79 2.03 0.11
H -5.53 1.98 2.24
H -3.45 0.68 2.42
H -3.88 -0.55 -1.68
H -5.96 0.77 -1.84
H -4.51 -2.52 0.54
H -4.95 -4.92 0.21
H -3.10 -6.46 -0.37
H -0.81 -5.59 -0.63
H -0.36 -3.18 -0.32
H -2.37 -2.06 3.43
H -1.11 -1.24 5.41
H 0.61 0.50 5.17
H 1.17 1.42 2.96
C 3.99 1.02 -1.56
Si 3.07 0.70 0.02
C 4.07 0.96 1.55
C 2.32 -1.06 0.03
N 1.54 1.58 0.06
C 1.22 2.93 0.06
C 2.11 4.01 0.10
C 1.63 5.31 0.10
C 0.26 5.56 0.06
C -0.65 4.51 0.01
C -0.13 3.25 0.02
F -0.98 2.15 -0.04
H 4.86 0.36 -1.63
H 4.35 2.05 -1.59
H 3.37 0.84 -2.43
H 4.99 0.37 1.52
H 3.51 0.67 2.44
H 4.36 2.01 1.66
H 3.09 -1.74 0.42
H 2.04 -1.46 -0.95
H 1.51 -1.26 0.77
H 3.17 3.81 0.14
H 2.33 6.13 0.13
H -0.10 6.58 0.05
H -1.72 4.67 -0.03
Se 0.02 0.26 -2.47
C -1.33 -0.95 -2.71
N -2.19 -1.71 -2.87
*
```

Mulliken population analysis, charges in e, atoms 1 to 6: number 1, V, carries -0.5886; number 2, C, carries -0.5112; number 3, C, carries -0.7701; number 4, C, carries -0.4672; number 5, C, carries 0.3889; number 6, C, carries -0.3676

---

2.
Computed, not measured: a molecular structure, C36H44ClGaN2PSeSi2Te in a non-equilibrium geometry, with ωB97M-V/def2-TZVPD.

Orbital gap, Ha: 0.2303
HOMO, eV: -9.40
Energy relative to the best compared isomer or geometry (same formula, charge and spin), kcal per mole: 29.7
E_tot, Eh: -7482.393881
LUMO, eV: -3.14

ORCA input file:
```
! wB97M-V def2-TZVPD RIJCOSX def2/J DEFGRID3
* xyz 1 1
Ga 0.73 -1.66 0.01
C 0.72 -0.84 4.25
C 2.00 -1.19 4.65
C 2.97 -1.37 3.68
C 2.63 -1.26 2.34
N 1.38 -0.96 1.97
C 0.46 -0.73 2.90
C 3.57 -1.50 1.24
C 4.92 -1.79 1.45
C 5.73 -2.07 0.36
C 5.17 -2.05 -0.91
C 3.82 -1.75 -1.03
N 3.04 -1.47 0.01
H -0.07 -0.68 4.97
H 2.23 -1.33 5.69
H 3.98 -1.61 3.97
H -0.53 -0.46 2.53
H 5.33 -1.80 2.44
H 6.77 -2.32 0.51
H 5.75 -2.27 -1.78
H 3.35 -1.76 -2.00
Cl 0.92 -1.03 -2.52
C 1.18 0.61 -3.02
C 1.27 0.90 -4.37
C 1.45 2.22 -4.76
C 1.56 3.22 -3.80
C 1.48 2.91 -2.46
C 1.28 1.60 -2.04
P 1.16 1.13 -0.27
C 2.86 1.46 0.29
C 3.05 1.61 1.67
C 4.32 1.75 2.18
C 5.42 1.74 1.32
C 5.23 1.60 -0.04
C 3.95 1.47 -0.56
C 0.30 2.61 0.38
C 0.99 3.74 0.80
C 0.29 4.84 1.25
C -1.10 4.83 1.26
C -1.79 3.71 0.82
C -1.09 2.60 0.40
H 1.19 0.12 -5.10
H 1.51 2.46 -5.81
H 1.70 4.24 -4.11
H 1.57 3.70 -1.72
H 2.19 1.64 2.32
H 4.46 1.87 3.24
H 6.41 1.86 1.72
H 6.08 1.59 -0.71
H 3.81 1.38 -1.63
H 2.07 3.77 0.79
H 0.83 5.71 1.58
H -1.64 5.70 1.61
H -2.87 3.71 0.81
H -1.62 1.71 0.08
C -3.79 -0.63 2.37
Si -3.52 -2.51 2.13
C -5.15 -3.36 2.60
C -2.05 -3.08 3.20
C -3.12 -3.03 0.32
Te -1.93 -1.81 -1.01
C -3.47 -0.33 -1.31
Si -3.94 -0.39 -3.17
C -5.18 0.97 -3.60
C -4.70 -2.09 -3.56
C -2.30 -0.12 -4.12
H -3.84 -0.41 3.43
H -4.73 -0.30 1.93
H -2.99 -0.02 1.94
H -5.41 -3.15 3.63
H -5.10 -4.44 2.49
H -5.96 -3.00 1.98
H -2.04 -2.59 4.17
H -1.10 -2.88 2.72
H -2.09 -4.15 3.38
H -4.03 -3.21 -0.24
H -2.57 -3.97 0.35
H -3.12 0.65 -1.03
H -4.30 -0.60 -0.67
H -6.09 0.88 -3.01
H -5.47 0.88 -4.65
H -4.78 1.96 -3.45
H -5.62 -2.24 -3.01
H -4.03 -2.91 -3.31
H -4.93 -2.17 -4.62
H -1.76 0.75 -3.74
H -2.47 0.04 -5.17
H -1.64 -0.99 -4.02
Se 0.85 -3.89 0.21
*
```

Mulliken population analysis, charges in e, atoms 1 to 6: number 1, Ga, carries 0.0406; number 2, C, carries -0.8278; number 3, C, carries -1.0488; number 4, C, carries -0.7970; number 5, C, carries 0.4126; number 6, N, carries 0.7949